(1)
15
Properties=species:S:1:pos:R:3:forces:R:3 method="wB97M-V/def2-TZVPD" e_above_lowest_kj_mol=165.7
C -1.3328 0.3817 0.7449 0.2 0.1 0.2
C -0.0452 0.2181 0.4703 -0.3 0.1 0.1
C 0.9887 -0.8090 0.9105 0.0 -0.1 0.1
C 2.0458 0.1177 0.2883 0.5 0.0 -0.1
O 3.2440 0.1363 0.3011 -0.6 0.0 0.0
C 0.9721 1.0448 -0.3044 0.0 0.1 0.0
H -1.8827 1.2475 0.3823 0.1 -0.1 0.0
H -1.8699 -0.3131 1.3861 0.1 0.1 -0.1
H 1.0858 -0.9882 1.9859 0.0 0.0 -0.1
H 0.9232 -1.7737 0.3926 0.0 0.1 0.0
H 1.0605 2.1055 -0.0481 0.0 -0.2 0.0
H 0.8920 0.9444 -1.3940 0.0 0.0 0.1
O -1.9437 -1.0907 -1.9222 -0.1 0.0 -0.1
H -2.5609 -0.3804 -2.1295 0.1 -0.1 0.0
H -1.5770 -0.8410 -1.0640 0.0 0.0 -0.1


(2)
13
Properties=species:S:1:pos:R:3:forces:R:3 method="wB97M-V/def2-TZVPD" e_above_lowest_kj_mol=125.6
N -1.9018 -0.6884 -0.8757 0.0 -0.6 0.7
C -1.1735 -0.4888 0.2880 -0.8 1.3 0.6
O -1.4060 -0.9237 1.4076 -0.7 -0.6 -1.3
C -0.0637 0.5326 0.2097 -0.6 1.6 1.6
C 1.1924 -0.1953 -0.0367 1.8 0.8 -1.5
S 2.6926 1.0755 -0.1396 -1.1 -0.7 1.9
H -2.8257 -1.2277 -0.6949 2.4 1.1 -1.3
H -1.3706 -0.4359 -1.7754 -2.1 -0.8 1.8
H -0.2155 1.3877 -0.4398 -0.1 -0.3 -0.9
H -0.0812 1.0882 1.2102 0.3 -1.2 -1.0
H 1.1269 -0.7537 -1.0141 0.5 1.0 0.5
H 1.3062 -1.0063 0.6459 0.6 -0.2 1.0
H 2.7198 1.6357 1.2149 -0.4 -1.2 -2.1


(3)
Entry from OMol25: a structure of composition C6H8Br2IN2OP (ωB97M-V with the def2-TZVPD basis set).

```
21
Properties=species:S:1:pos:R:3:forces:R:3
N -4.2857 -0.4613 3.3792 0.1 -0.3 0.0
C -3.1872 -0.6970 3.1406 0.0 0.5 0.0
C -1.7645 -0.7989 2.7974 -0.1 -0.2 0.2
C -1.3763 0.0278 1.5288 -0.2 -0.2 0.3
I 0.1787 -1.0180 0.4701 0.1 0.1 0.0
C -0.8569 1.3134 1.9685 -0.1 0.1 -0.1
N -0.5187 2.3413 2.3553 0.0 -0.1 -0.1
P -2.7541 0.3608 0.2942 0.0 0.1 -1.2
O -2.3460 0.1601 -1.1122 0.1 0.0 0.2
H -1.1975 -0.4137 3.6450 0.0 0.0 0.0
H -1.4878 -1.8465 2.6971 -0.1 0.0 -0.2
H -3.8479 -0.4384 0.6599 0.1 0.0 0.4
H -3.1145 1.6932 0.5686 -0.1 -0.2 0.4
Br 3.2863 -1.7238 -1.3437 -0.1 0.0 0.0
C 2.7796 -0.5739 -2.8312 0.0 -0.1 0.0
C 3.8121 0.4907 -3.0856 0.0 0.2 0.1
Br 3.7427 1.8951 -1.7431 0.0 -0.1 0.0
H 1.8073 -0.1579 -2.5843 0.0 0.0 0.0
H 2.6860 -1.2325 -3.6915 0.0 0.0 0.0
H 3.6207 0.9813 -4.0371 0.0 0.0 0.0
H 4.8237 0.0981 -3.0759 0.0 0.0 0.0
```
Forces are in eV/Å.


(4)
71
Properties=species:S:1:pos:R:3:forces:R:3 method="wB97M-V/def2-TZVPD" total_charge=+2 e_above_lowest_kj_mol=0.0
Pt 0.2692 0.3617 1.3511 0.0 -0.1 0.0
C -3.0831 0.7813 1.9537 0.0 0.0 0.0
C -1.7279 1.4138 1.9944 0.0 0.0 0.0
C -0.8851 1.1944 3.1226 0.0 0.0 0.0
C 0.3866 1.8061 3.2436 0.0 0.0 0.0
C 1.2052 1.6972 4.4896 0.0 0.0 0.0
C 0.8587 2.4526 2.0867 0.0 0.0 0.0
C 0.0022 2.7779 0.9743 0.0 0.0 0.0
C 0.5354 3.6412 -0.1240 0.0 0.0 0.0
C -1.3050 2.2995 0.9730 0.0 0.0 0.0
H -3.4395 0.6642 0.9322 0.0 0.0 0.0
H -3.7894 1.4248 2.4836 0.0 0.0 0.0
H -3.0814 -0.1887 2.4488 0.0 0.0 0.0
H -1.2611 0.5761 3.9264 0.0 0.0 0.0
H 0.9703 2.5424 5.1405 0.0 0.0 0.0
H 2.2710 1.7339 4.2716 0.0 0.0 0.0
H 0.9805 0.7849 5.0390 0.0 0.0 0.0
H 1.8764 2.8238 2.0685 0.0 0.0 0.0
H 0.5119 4.6833 0.2042 0.0 0.0 0.0
H -0.0627 3.5609 -1.0291 0.0 0.0 0.0
H 1.5736 3.3985 -0.3499 0.0 0.0 0.0
H -1.9732 2.5335 0.1540 0.0 0.0 0.0
N 9.4732 -4.3741 -1.0477 0.0 0.0 0.0
C 8.4932 -3.7803 -0.9851 0.0 0.0 0.0
C 7.2638 -3.0381 -0.9072 0.0 0.0 0.0
C 7.2270 -1.7125 -1.3343 0.0 0.0 0.0
C 6.0466 -0.9953 -1.2514 0.0 0.0 0.0
C 4.9161 -1.6209 -0.7529 0.0 0.0 0.0
C 4.9327 -2.9422 -0.3357 0.0 0.0 0.0
C 6.1185 -3.6525 -0.4066 0.0 0.0 0.0
N 3.6871 -0.8793 -0.6673 0.0 0.0 0.0
C 3.1065 -0.1435 -1.6736 0.0 0.0 0.0
C 1.9532 0.3588 -1.1669 0.0 0.0 0.0
N 1.8379 -0.0647 0.1429 0.0 0.1 -0.1
C 2.8992 -0.8086 0.4110 0.0 0.0 0.0
H 8.1234 -1.2469 -1.7187 0.0 0.0 0.0
H 6.0136 0.0417 -1.5591 0.0 0.0 0.0
H 4.0276 -3.4208 0.0168 0.0 0.0 0.0
H 6.1580 -4.6854 -0.0904 0.0 0.0 0.0
H 3.5486 -0.0667 -2.6514 0.0 0.0 0.0
H 1.2088 0.9735 -1.6419 0.0 0.0 0.0
H 3.1213 -1.2840 1.3495 0.0 0.0 0.0
Cl 1.3152 -3.3282 -1.3573 0.0 0.0 0.0
C -0.3306 -3.9204 -1.3661 0.0 0.0 0.0
C -0.5445 -5.2632 -1.6186 0.0 0.0 0.0
C -1.8444 -5.7483 -1.6324 0.0 0.0 0.0
C -2.9104 -4.8924 -1.4007 0.0 0.0 0.0
C -2.6759 -3.5491 -1.1510 0.0 0.0 0.0
C -1.3821 -3.0409 -1.1302 0.0 0.0 0.0
C -1.1391 -1.5781 -0.8407 0.0 0.0 0.0
H 0.2956 -5.9164 -1.8089 0.0 0.0 0.0
H -2.0197 -6.7962 -1.8332 0.0 0.0 0.0
H -3.9240 -5.2681 -1.4214 0.0 0.0 0.0
H -3.5105 -2.8799 -0.9784 0.0 0.0 0.0
H -0.4308 -1.1538 -1.5555 0.0 0.0 0.0
H -2.0731 -1.0200 -0.9244 0.0 0.0 0.0
C -0.4518 -4.0407 2.3736 0.0 0.0 0.0
C 0.1115 -2.6717 2.7934 0.0 0.0 0.0
C 1.6188 -2.7783 3.0359 0.0 0.0 0.0
C -0.5856 -2.1852 4.0660 0.0 0.0 0.0
C -0.1695 -1.7655 1.6456 0.0 0.0 0.0
C -0.5891 -1.4329 0.5235 0.0 0.1 0.0
H -0.2601 -4.7607 3.1695 0.0 0.0 0.0
H 0.0267 -4.3967 1.4610 0.0 0.0 0.0
H -1.5282 -3.9920 2.2057 0.0 0.0 0.0
H 1.8026 -3.4475 3.8765 0.0 0.0 0.0
H 2.0491 -1.8050 3.2862 0.0 0.0 0.0
H 2.1249 -3.1914 2.1614 0.0 0.0 0.0
H -0.4790 -2.9422 4.8428 0.0 0.0 0.0
H -1.6524 -2.0210 3.9036 0.0 0.0 0.0
H -0.1283 -1.2674 4.4394 0.0 0.0 0.0


(5)
47
Properties=species:S:1:pos:R:3:forces:R:3 method="wB97M-V/def2-TZVPD" e_above_lowest_kj_mol=0.0
C 3.1075 5.1206 -2.2531 0.1 -0.2 0.1
C 3.2360 3.6420 -1.8854 -0.2 0.1 -0.1
C 3.6117 2.8219 -3.1180 0.1 0.0 0.2
C 1.9559 3.0939 -1.2084 0.0 -0.1 0.2
N 2.2718 1.8341 -0.5892 0.5 0.2 -0.4
C 1.3945 1.0371 0.0450 0.2 -0.4 0.2
C 0.1339 1.5136 0.4748 0.0 -0.1 0.0
C -0.7375 0.7156 1.1667 0.1 0.1 -0.1
C -0.3919 -0.5985 1.4722 -0.3 -0.5 0.3
S -1.5760 -1.6054 2.3517 0.2 0.3 -0.5
O -0.9345 -2.8045 2.8066 0.1 -0.1 -0.2
O -2.2593 -0.7845 3.3067 -0.2 0.2 -0.1
N -2.6590 -1.9231 1.1026 0.6 0.4 0.7
C -4.0082 -2.2258 1.5455 -0.5 0.0 0.1
C -4.9107 -2.2810 0.3128 0.1 0.1 0.3
O -4.4541 -3.2498 -0.6021 -0.1 -0.2 0.0
C -3.1375 -2.9780 -1.0173 0.4 0.1 0.1
C -2.1748 -2.9228 0.1721 0.0 -0.4 -0.5
C 0.8142 -1.1078 1.0738 0.2 -0.1 0.0
C 1.7156 -0.3130 0.3577 -1.2 0.5 0.4
N 2.9188 -0.9375 -0.0683 0.5 -0.4 -0.2
O 3.0407 -2.1303 0.1079 0.1 -0.2 0.0
O 3.7867 -0.2549 -0.6092 0.2 0.0 -0.1
C 0.8101 2.9006 -2.2206 0.4 -0.1 0.4
O 0.4825 1.8296 -2.6351 -0.1 0.2 -0.2
O 0.1813 4.0223 -2.5927 -0.4 0.3 -0.3
H 4.0828 5.5042 -2.5418 0.0 0.1 0.0
H 2.7564 5.7132 -1.4094 0.0 0.1 0.1
H 2.4417 5.2626 -3.1023 -0.1 0.0 -0.1
H 4.0336 3.5454 -1.1403 -0.1 0.0 0.0
H 4.5510 3.1847 -3.5270 0.1 0.0 -0.1
H 3.7348 1.7693 -2.8778 0.0 -0.1 -0.1
H 2.8472 2.9069 -3.8873 -0.1 0.0 -0.1
H 1.6293 3.8096 -0.4375 0.0 0.0 -0.1
H 3.1232 1.3641 -0.8969 -0.4 0.2 0.2
H -0.1472 2.5290 0.2496 0.0 0.1 0.0
H -1.6940 1.0825 1.5017 -0.1 0.2 0.0
H -4.3137 -1.4371 2.2320 -0.2 -0.1 0.0
H -4.0387 -3.1933 2.0667 -0.1 0.1 0.0
H -5.9240 -2.5754 0.5893 0.1 0.1 0.0
H -4.9293 -1.2918 -0.1680 0.0 0.0 0.1
H -2.8594 -3.7826 -1.6993 0.1 0.1 0.0
H -3.1032 -2.0147 -1.5483 0.0 -0.1 0.0
H -1.1782 -2.6286 -0.1591 0.0 -0.1 -0.1
H -2.1153 -3.9064 0.6581 0.0 0.1 -0.1
H 1.0802 -2.1249 1.3204 0.0 0.0 0.0
H 0.5537 4.8206 -2.1931 0.1 -0.2 0.1


| no. | orbital gap (eV) | HOMO energy (eV) |
| --- | --- | --- |
| 1 | 10.4671 | -9.893 |
| 2 | 9.8942 | -9.260 |
| 3 | 9.6215 | -10.242 |
| 4 | 7.4350 | -14.096 |
| 5 | 8.2135 | -8.937 |